w.
C9H10N2O3 as an isolated structure. Source: OMol25; level of theory: the ωB97M-V functional and the def2-TZVPD basis.

The geometry in ORCA input format:
```
! wB97M-V def2-TZVPD RIJCOSX def2/J DEFGRID3
* xyz 0 1
C 0.416 2.802 -1.407
C -0.608 2.058 -2.042
C 1.321 2.105 -0.533
C -0.654 0.689 -1.897
C 1.215 0.760 -0.270
C 0.124 0.086 -0.822
C 0.098 -1.874 2.176
C -0.081 -1.369 -0.623
C -0.876 -1.422 1.238
N 0.996 -2.224 -0.808
N -1.262 -0.046 1.269
O 1.870 -2.296 0.044
O -2.460 0.275 1.050
O -0.373 0.740 1.646
H 0.628 3.896 -1.594
H -1.354 2.565 -2.629
H 2.103 2.545 -0.040
H -1.608 0.229 -2.198
H 1.825 0.302 0.460
H 0.952 -1.060 2.435
H -0.307 -2.182 3.161
H 0.744 -2.802 1.823
H -0.878 -1.745 -1.279
H -1.833 -2.033 0.838
*
```

Calculated values
Kohn-Sham gap (alpha / beta) in eV: 7.63 / 7.62
HOMO energy (alpha / beta) in eV: -8.83 / -8.83

x.
One molecule with the formula C9H10N2O3. Source: OMol25; level of theory: the ωB97M-V functional and the def2-TZVPD basis.

The geometry in ORCA input format:
```
! wB97M-V def2-TZVPD RIJCOSX def2/J DEFGRID3
* xyz 0 1
O -3.262 -1.206 -0.497
N -2.122 -0.804 -0.500
O -1.230 -1.280 -1.177
C -1.906 0.423 0.367
O -3.060 0.689 0.922
C -0.733 0.123 1.396
C 0.451 -0.362 0.667
C 1.377 -1.249 1.142
C 2.452 -1.657 0.310
C 2.774 -0.942 -0.842
C 2.031 0.193 -1.080
C 0.863 0.439 -0.450
C 0.087 1.623 -0.833
N -1.371 1.335 -0.760
H -3.594 -0.089 0.642
H -1.002 -0.572 2.142
H -0.410 1.146 1.773
H 1.139 -1.799 2.082
H 3.096 -2.467 0.674
H 3.666 -1.057 -1.412
H 2.140 0.830 -1.875
H 0.256 2.461 -0.103
H 0.127 2.024 -1.842
H -1.767 2.198 -0.747
*
```

Calculated values
Kohn-Sham gap in eV: 9.03
SMILES string: O=[N+]([O-])[C@@]1(O)Cc2ccccc2CN1
HOMO energy in eV: -8.84

Pick the most stable structure from those above. Pick: x